{"formula": "C44H52ClI2N4O6S6", "method": "ωB97M-V/def2-TZVPD", "lumo_ev": -3.8, "charge": 1, "spin_multiplicity": 1, "total_energy_ev": -158445.033, "symbols": ["I", "I", "Cl", "S", "S", "S", "S", "S", "S", "O", "O", "O", "O", "O", "O", "N", "N", "N", "N", "C", "C", "C", "C", "C", "C", "C", "C", "C", "C", "C", "C", "C", "C", "C", "C", "C", "C", "C", "C", "C", "C", "C", "C", "C", "C", "C", "C", "C", "C", "C", "C", "C", "C", "C", "C", "C", "C", "C", "C", "C", "C", "C", "C", "H", "H", "H", "H", "H", "H", "H", "H", "H", "H", "H", "H", "H", "H", "H", "H", "H", "H", "H", "H", "H", "H", "H", "H", "H", "H", "H", "H", "H", "H", "H", "H", "H", "H", "H", "H", "H", "H", "H", "H", "H", "H", "H", "H", "H", "H", "H", "H", "H", "H", "H", "H"], "coordinates": [[2.095, -2.176, 3.083], [1.595, 2.159, 5.629], [-0.147, 1.340, -2.600], [4.284, -1.057, -2.588], [-2.492, 4.074, -1.436], [-2.128, 7.981, 0.612], [-4.507, -0.370, 0.511], [5.806, -6.835, -5.881], [-6.844, -1.992, 1.389], [2.658, -2.854, -1.578], [5.008, -7.781, -6.613], [-0.756, 7.590, 0.828], [0.471, 3.598, -3.657], [-3.182, 7.416, 1.418], [7.080, -6.394, -6.384], [3.934, -4.192, -0.433], [4.745, -3.220, -1.012], [-4.607, -3.100, 0.545], [2.209, 1.252, 1.689], [2.739, -3.960, -0.805], [5.552, -0.306, -1.553], [-2.485, -3.449, -0.681], [-0.507, 1.671, 1.819], [-1.781, -3.370, -1.863], [0.262, 3.046, -2.644], [-2.866, -3.541, 3.799], [-1.899, 1.850, 1.859], [-1.753, 3.167, -0.135], [2.227, -0.122, 3.743], [-3.361, -5.677, 2.866], [4.091, 0.912, 0.075], [-2.552, 7.752, -1.106], [5.151, -0.158, -0.094], [0.163, 0.899, 2.771], [0.376, 3.703, -1.295], [3.660, 0.995, 1.531], [-3.986, -3.675, 1.709], [6.016, -7.391, -4.191], [-5.340, -1.919, 0.825], [-2.365, -2.861, -3.005], [-0.393, 3.051, -0.195], [3.952, -2.467, -1.650], [1.812, 0.067, 5.203], [-4.910, 2.066, 1.885], [-2.270, 9.775, 0.611], [1.507, 0.697, 2.725], [-3.667, -2.418, -2.947], [-4.028, 2.721, 0.827], [-3.796, -3.015, -0.628], [-2.826, -4.917, 3.884], [-3.349, 8.997, -1.479], [4.815, -5.383, -5.486], [1.609, 2.018, 0.791], [0.653, -0.756, 5.749], [5.814, -6.133, -3.352], [0.249, 2.268, 0.795], [-2.599, 10.174, -0.838], [-3.435, -2.915, 2.717], [4.609, -5.406, -3.968], [-3.942, -5.050, 1.780], [-4.989, 0.525, 2.008], [-2.538, 2.559, 0.887], [-4.378, -2.499, -1.772], [1.860, -4.509, -0.551], [-3.104, 6.824, -1.203], [0.093, -0.197, 6.483], [-0.420, 0.476, 3.563], [-2.392, -5.408, 4.735], [2.220, 2.440, 0.027], [-0.030, -1.096, 4.984], [-1.331, 10.193, 0.960], [-1.809, -2.828, -3.922], [-3.186, 11.089, -0.864], [5.648, -6.375, -2.304], [6.033, 0.094, 0.479], [3.881, -5.441, -6.039], [-1.675, 10.361, -1.387], [-2.433, 1.389, 2.662], [6.484, -0.844, -1.627], [7.000, -7.839, -4.086], [1.436, 3.739, -1.086], [4.204, 1.769, 2.053], [-2.452, -2.964, 4.603], [-4.211, 3.791, 0.879], [-3.070, 10.037, 1.300], [-4.672, 2.476, 2.856], [1.035, -1.635, 6.243], [4.510, 1.862, -0.238], [2.684, -0.201, 5.772], [6.699, -5.498, -3.414], [-2.000, -3.865, 0.183], [-3.457, -1.845, 2.658], [-1.620, 7.696, -1.668], [5.377, -4.508, -5.807], [5.242, -8.133, -3.994], [5.720, 0.666, -1.995], [-4.369, -5.623, 0.979], [4.742, -1.108, 0.221], [3.877, 0.039, 1.968], [-4.365, 0.150, 2.807], [-4.356, 8.932, -1.063], [-5.997, 0.252, 2.269], [-3.438, 9.106, -2.558], [3.255, 0.644, -0.559], [4.517, -4.401, -3.558], [-3.357, -6.750, 2.901], [-5.916, 2.392, 1.665], [-0.761, -3.712, -1.880], [0.062, 4.727, -1.433], [-3.704, 4.345, -0.961], [3.280, 0.066, 3.707], [-5.405, -2.182, -1.731], [-4.353, 2.416, -0.159], [-4.138, -2.025, -3.830], [3.693, -5.951, -3.726]]}